H12LiO6 | ωB97M-V/def2-TZVPD

As for the total energy: -465.97079 Ha. As for the net charge: +1. Its LUMO energy is -3.0 eV.

The geometry in XYZ format:
```
19
Properties=species:S:1:pos:R:3:forces:R:3:mulliken_charge:R:1
Li 27.667735 -25.455333 -22.362744 0.2030 -0.0249 -0.0445 0.7432
O 28.331614 -26.889693 -23.904208 0.8193 4.5013 -0.3250 -0.4469
H 29.117729 -26.765005 -24.463748 -0.0423 1.6868 0.2274 0.2770
H 28.404675 -27.760398 -24.034519 -0.9386 -6.0972 0.1726 0.2173
O 27.332639 -23.948037 -20.836620 -2.2100 -4.0592 2.7117 -0.5030
H 26.657797 -23.684547 -20.163825 0.3756 -1.3855 -0.3634 0.2762
H 27.486014 -23.115921 -21.081584 1.8793 5.2973 -2.5503 0.2615
O 28.102699 -23.738130 -23.803244 1.6147 -0.1458 0.6226 -0.5246
H 28.760938 -23.325973 -24.388463 -0.2741 -0.2875 0.3776 0.2726
H 27.278766 -23.608780 -24.221067 -1.5113 0.3118 -0.8289 0.2952
O 29.794951 -25.402575 -21.889122 -0.8652 4.3198 -0.5938 -0.4880
H 30.141404 -24.691244 -21.279306 -1.1806 0.7891 -1.6122 0.2944
H 30.219155 -25.949442 -21.326823 1.8967 -5.0805 2.2036 0.2401
O 27.137571 -27.169190 -21.096256 -0.5071 -1.3033 -1.5189 -0.4565
H 27.200176 -27.348879 -20.192232 0.6374 1.2161 3.1335 0.2399
H 26.888487 -28.105328 -21.207147 -0.1116 0.2463 -1.6890 0.2555
O 25.478677 -25.493588 -23.106460 3.0711 5.7632 2.1339 -0.4527
H 24.997056 -25.359908 -23.864064 -1.6708 2.6704 -3.4462 0.2642
H 25.244120 -26.319285 -23.157310 -1.1855 -8.4182 1.3895 0.2345
```
Forces are in eV/Å.

***

H12MnO6 | ωB97M-V/def2-TZVPD

As for the total energy: -1609.13815 Ha. As for the net charge: +2. The spin multiplicity is 6. Its LUMO energy (alpha / beta) is -7.1 / -7.1 eV.

The geometry in XYZ format:
```
19
Properties=species:S:1:pos:R:3:forces:R:3:mulliken_charge:R:1
Mn 0.003297 -0.063382 -0.032410 0.1255 -0.0042 0.1588 1.0421
O -0.217165 -1.142782 -1.847239 0.1980 -0.6908 -0.5260 -0.4559
H 0.239121 -1.998989 -1.859287 -0.1382 0.1442 -0.2378 0.3157
H -0.740488 -1.132608 -2.665900 0.1035 0.1673 0.2015 0.3067
O 2.193961 0.432532 -0.140969 0.3505 -0.0228 0.1194 -0.4712
H 2.629100 0.923749 0.570253 0.1125 -0.1640 -0.1184 0.2876
H 2.925993 0.130291 -0.704928 -0.2729 0.0106 0.0264 0.2914
O -2.112058 -0.127469 0.250548 -0.8545 -0.0066 0.2217 -0.4222
H -2.817159 0.031338 -0.397808 0.1895 0.0198 0.1207 0.3034
H -2.576479 -0.376465 1.065587 0.0774 0.0275 -0.1985 0.3005
O 0.149880 1.116578 1.766870 0.1530 0.3625 0.5652 -0.4171
H -0.521739 1.488560 2.363090 0.0573 -0.1150 -0.2395 0.3057
H 0.983691 1.507489 2.064003 -0.1667 -0.0864 0.1828 0.2866
O 0.050846 -2.030754 0.951300 0.0731 -0.3805 0.0086 -0.4734
H 0.360772 -2.832410 0.502855 -0.0163 0.0778 0.2469 0.2916
H -0.392835 -2.349937 1.753651 0.1596 0.1488 -0.1100 0.3101
O -0.146087 1.815361 -1.012136 -0.0426 0.7084 -0.5668 -0.4491
H -0.512738 2.114093 -1.860444 0.0284 -0.1227 0.2075 0.2980
H 0.500085 2.494807 -0.767035 -0.1370 -0.0740 -0.0626 0.3494
```
Forces are in eV/Å.

***

H12NO4 | ωB97M-V/def2-TZVPD

As for the total energy: -362.67802 Ha. As for the net charge: +1. Its LUMO energy is -3.3 eV.

The geometry in XYZ format:
```
17
Properties=species:S:1:pos:R:3:forces:R:3:mulliken_charge:R:1
N -0.727902 -0.835561 -1.386645 -0.1618 -0.7300 0.4185 -0.4239
H -0.571538 -0.621706 -0.382211 0.1239 0.5281 -0.1309 0.3416
H -0.741139 0.003311 -1.956349 -0.0638 0.1493 -0.0033 0.3596
H 0.006822 -1.455156 -1.720295 0.0917 0.0712 0.0390 0.3673
H -1.606702 -1.358865 -1.384726 0.0759 0.2567 -0.3598 0.3696
H 0.409900 3.889190 3.561283 0.2795 0.0353 -0.1191 0.3218
H 0.904249 4.794808 2.446968 0.1051 0.0300 -0.0243 0.3262
O 1.066561 3.936601 2.851553 -0.4302 -0.0811 0.1506 -0.6454
H -0.491985 -3.046384 1.271103 0.1812 -0.0527 -0.0650 0.3241
H -1.666045 -3.381636 0.388384 0.0577 -0.1318 -0.0675 0.3309
O -0.784771 -2.989413 0.353965 -0.2893 0.1215 0.1484 -0.6340
H 2.261101 -0.962489 -2.641759 0.2312 0.2098 0.2051 0.3405
H 2.161549 0.395114 -3.269824 0.0395 0.2343 0.1584 0.3444
O 2.033850 -0.046580 -2.420084 -0.3268 -0.5629 -0.4165 -0.6666
H -0.379997 0.013987 1.880479 -0.0175 0.2523 0.1196 0.3087
H -1.183132 1.225472 1.333234 0.1110 0.0040 0.0928 0.3072
O -0.690817 0.439308 1.074929 -0.0071 -0.3338 -0.1460 -0.6721
```
Forces are in eV/Å.

***

H12NO4 | ωB97M-V/def2-TZVPD

As for the total energy: -362.11912 Ha. As for the net charge: +2. The spin multiplicity is 2. Its LUMO energy (alpha / beta) is -7.8 / -15.3 eV.

The geometry in XYZ format:
```
17
Properties=species:S:1:pos:R:3:forces:R:3:mulliken_charge:R:1
N 0.395427 -0.638257 -0.434293 -2.0497 -0.0574 0.3826 -0.4470
H -0.503355 -0.160906 -0.292387 0.1178 0.1305 0.0589 0.4012
H 0.127603 -1.325375 -1.230554 0.8723 0.1683 -0.1414 0.3596
H 0.507172 -1.083401 0.479048 0.4899 -0.2125 -0.1610 0.3587
H 1.062025 0.108566 -0.587540 0.5209 -0.4977 -0.2581 0.3104
H 1.612189 4.139986 -0.755998 -0.9310 0.0541 0.1250 0.4631
H 0.474626 2.821439 -0.994154 -0.5320 1.1178 0.3024 0.4398
O 1.363919 3.222152 -1.034328 1.3859 -0.9286 -0.2440 -0.1830
H -1.432360 -1.823703 2.640740 -0.3066 0.2355 0.0286 0.3294
H -0.073210 -1.324354 3.072545 -0.1507 0.0564 0.2455 0.3592
O -0.883026 -1.027236 2.630792 0.7520 -0.3427 -0.1655 -0.6826
H -0.976369 -2.215454 -3.085895 0.1265 -0.1769 -0.1798 0.3319
H 0.575937 -2.515785 -2.907556 -0.3147 -0.2012 -0.3568 0.3485
O -0.219471 -2.160017 -2.493010 0.2682 0.2473 0.4937 -0.6662
H -1.145984 1.937533 1.473919 0.1783 -0.0376 0.0376 0.4028
H -0.477101 0.736873 2.162352 -0.0033 -0.0484 -0.2712 0.3557
O -0.408028 1.307941 1.356326 -0.4236 0.4932 0.1032 -0.4816
```
Forces are in eV/Å.

***

H12O10STl | ωB97M-V/def2-TZVPD

As for the total energy: -1329.82753 Ha. As for the net charge: +1. Its LUMO energy is -5.5 eV.

The geometry in XYZ format:
```
24
Properties=species:S:1:pos:R:3:forces:R:3:mulliken_charge:R:1
Tl 0.047042 0.378458 0.277667 -0.0903 -1.4895 -1.0392 2.2146
S -0.778958 -1.150542 -2.649333 -0.8855 -4.3018 -5.4734 1.0514
O -1.908958 -1.953542 -2.338333 -2.5065 -0.7072 0.9665 -0.6795
O -0.990958 -0.198542 -3.690333 -0.1966 1.8429 -0.5787 -0.6705
O -0.448958 -0.446542 -1.419333 1.2766 3.4624 4.5221 -0.4931
O 0.346042 -2.018542 -2.910333 2.3719 -0.3515 0.3411 -0.7790
O 1.646042 1.837458 0.330667 0.5487 0.7254 0.2995 -0.5357
H 2.124042 2.209458 -0.409333 0.3382 0.1711 -0.5102 0.3233
H 1.936042 2.244458 1.142667 0.3228 0.4441 0.4595 0.3084
O -1.938958 0.570458 1.151667 -0.9362 0.1982 1.0641 -0.5354
H -2.600958 1.269458 1.021667 0.0731 -0.3801 0.0509 0.3176
H -2.337958 -0.230542 1.508667 -0.6387 0.3342 -0.1918 0.2821
O -0.882958 2.087458 -0.730333 -0.5462 2.2598 -0.3031 -0.5050
H -1.688958 2.250458 -1.236333 -0.2288 -0.7575 -0.4387 0.2980
H -0.424958 2.928458 -0.800333 0.2848 0.2811 0.0302 0.2828
O 1.862042 -0.892542 -0.107333 -0.5885 -0.7678 -0.0606 -0.5630
H 1.749042 -1.447542 -0.899333 -0.2862 -0.1838 -0.7015 0.2708
H 2.770042 -0.779542 0.074667 1.7702 0.0781 0.0011 0.2811
O -0.510958 -1.756542 0.999667 0.1049 -0.5707 0.1557 -0.5021
H -1.237958 -1.815542 1.598667 -0.9100 -0.6540 0.5129 0.2416
H 0.058042 -2.497542 1.232667 0.2044 -0.1959 -0.3252 0.3043
O 0.917042 0.023458 2.317667 0.8699 0.4716 1.2625 -0.5504
H 1.805042 -0.341542 2.409667 0.2188 -0.0140 -0.3353 0.3191
H 0.491042 -0.270542 3.124667 -0.5709 0.1047 0.2918 0.3186
```
Forces are in eV/Å.

***

H12O12SV | ωB97M-V/def2-TZVPD

As for the total energy: -2252.42503 Ha. As for the net charge: -1. Its LUMO energy is 1.5 eV.

The geometry in XYZ format:
```
26
Properties=species:S:1:pos:R:3:forces:R:3:mulliken_charge:R:1
O 0.992500 2.027627 -0.607712 0.0205 0.4037 0.3065 -0.7568
V 0.648837 0.511738 -0.312090 -2.5347 -1.3210 1.1258 1.3074
O 0.444631 0.279461 1.249969 0.6464 0.7520 -0.7082 -0.5463
S -2.581752 -0.326777 -0.401766 -1.6750 -0.1361 0.3847 1.1360
O -2.313059 -1.373083 0.605277 0.3187 -0.1292 -0.1793 -0.8030
O -3.297599 0.811819 0.170761 0.5940 -0.3471 -0.1810 -0.6825
O -1.193893 0.161550 -0.874892 2.6620 1.0641 -0.6479 -0.5113
O -3.211210 -0.848251 -1.614185 0.3698 -0.0312 0.3015 -0.7205
O 2.848508 -0.110527 -0.270186 -0.1065 -0.0908 -0.3210 -0.3115
H 3.580125 0.352195 0.147006 -0.2246 0.2057 0.1173 0.2544
H 3.226931 -0.850081 -0.751238 -0.0858 -0.0867 0.1141 0.2586
O 1.014875 -1.708834 3.220941 0.4595 -0.0449 -0.0005 -0.6233
H 0.500138 -0.947824 2.902008 -0.0561 -0.2369 0.0839 0.3310
H 0.527846 -2.469863 2.897541 -0.1883 0.0946 0.1135 0.2933
O 0.922569 0.016170 -2.467550 0.0681 -0.1999 -0.6689 -0.4364
H 1.407837 -0.604094 -3.017133 -0.0063 -0.0176 0.0526 0.2691
H 0.016393 0.048280 -2.820102 -0.0759 -0.0704 0.3921 0.3594
O -1.760980 -0.831717 3.240480 0.1293 0.0894 -0.0194 -0.6506
H -1.824514 -0.935501 2.264424 -0.3698 -0.0717 0.0202 0.3901
H -2.035894 0.078308 3.381289 -0.0277 0.0131 -0.0561 0.3133
O 0.689418 -2.040371 -0.245045 0.6030 -0.0658 -0.2832 -0.3621
H 0.035635 -2.527751 0.272158 -0.3762 0.4445 -0.0228 0.2608
H 1.062854 -2.667173 -0.870413 -0.2206 -0.0936 0.0114 0.2139
O 0.376405 4.929157 -1.979359 -0.0714 -0.0129 -0.0725 -0.6514
H 0.273356 4.089762 -1.511211 0.1678 -0.1108 0.1029 0.3680
H -0.349958 4.935783 -2.608962 -0.0203 -0.0005 0.0343 0.3005
```
Forces are in eV/Å.

***

H12O5S2 | ωB97M-V/def2-TZVPD

As for the total energy: -1179.70071 Ha. The SMILES is SS.O.O.O.O.O. Its LUMO energy is 0.2 eV.

The geometry in XYZ format:
```
19
Properties=species:S:1:pos:R:3:forces:R:3:mulliken_charge:R:1
S 1.868895 2.373160 -0.414275 3.6131 1.3993 -1.4099 -0.1829
S 0.864889 1.538634 -1.890706 -0.8319 -1.5864 -0.3225 -0.1505
H 1.217393 2.387578 0.653886 -2.4164 -0.3649 2.2519 0.1400
H 1.255859 0.259884 -1.584424 -0.4202 0.4837 -0.4844 0.1826
O 1.039571 -3.344779 0.539541 1.9348 -1.2573 0.6913 -0.6582
H 1.865415 -3.832922 0.925306 -2.4772 1.6509 -0.9158 0.3030
H 0.871482 -2.590122 1.136080 0.4816 -0.7952 -0.1960 0.3691
O 1.580438 -1.729677 2.584071 2.1971 2.1686 -4.0348 -0.6373
H 1.529466 -1.789218 3.488289 -0.0134 -0.0101 3.4152 0.2850
H 2.349065 -1.090244 2.329219 -2.1848 -1.7524 0.9794 0.3267
O -4.278931 -0.080814 0.182547 -2.5666 -3.3978 0.7078 -0.5977
H -4.007745 0.713850 0.494195 1.3007 3.7947 1.3172 0.2844
H -3.847147 -0.263849 -0.609741 1.3450 -0.3516 -1.9490 0.3150
O -1.294162 -0.030565 2.007504 2.5321 0.4420 3.5972 -0.6205
H -0.675544 -0.764582 1.967031 -0.0655 -0.0149 -0.1644 0.3295
H -1.822253 -0.056805 1.282781 -2.3931 -0.4756 -3.4565 0.3060
O -1.808608 -1.379004 -1.462008 -1.2508 -1.6157 0.2659 -0.5870
H -1.961733 -0.948316 -2.274131 0.6152 2.0741 -1.6378 0.2902
H -2.421253 -2.095266 -1.742032 0.6004 -0.3915 1.3452 0.3028
```
Forces are in eV/Å.

***

H12O6 | ωB97M-V/def2-TZVPD

As for the total energy: -458.59294 Ha. The SMILES is O.O.O.O.O.O. Its LUMO energy is 0.2 eV.

The geometry in XYZ format:
```
18
Properties=species:S:1:pos:R:3:forces:R:3:mulliken_charge:R:1
O 0.704354 0.392117 -1.597783 0.6432 -0.7059 1.6572 -0.6366
H 1.043073 0.098136 -0.704488 -0.5300 0.5925 -1.4444 0.3124
H 0.361615 -0.441290 -1.946531 -0.1722 0.1997 -0.1604 0.3256
O -2.665725 -1.673174 -3.195868 0.1229 -2.6534 4.0506 -0.6183
H -2.673233 -1.183758 -3.943060 -0.0788 2.1806 -3.8530 0.2983
H -2.714323 -2.613723 -3.412950 0.0016 0.4799 -0.1864 0.3216
O -0.715816 1.801701 2.487292 2.4256 -0.8961 -0.4491 -0.6075
H 0.136190 2.060628 2.053077 -0.9631 -0.5017 0.6470 0.3033
H -1.222666 2.561474 2.309074 -1.4149 1.4264 -0.2422 0.3014
O -0.929668 3.293826 -1.623382 1.1505 0.9598 -0.4463 -0.6481
H -0.386844 4.013157 -2.037510 -0.8648 -0.9240 0.5390 0.3214
H -0.263910 2.616093 -1.431194 -0.2820 -0.1705 -0.1332 0.3243
O 0.772898 -3.474056 0.994292 -2.5656 -0.5544 -0.3227 -0.6272
H 1.441161 -3.400372 1.622652 2.4830 0.4116 1.3730 0.3038
H 0.061845 -3.740701 1.618780 0.0988 0.2038 -1.0457 0.3249
O 2.342078 -0.105751 3.312832 -1.3267 0.2964 -1.2999 -0.6422
H 1.551750 0.075354 2.692186 2.2508 -0.5793 1.3040 0.3229
H 3.157220 -0.279660 2.802578 -0.9784 0.2345 0.0124 0.3201
```
Forces are in eV/Å.

***

The records above give, respectively, ΔE to the lowest compared entry with this formula, charge and spin values of 2.459; 0.467; 1.083; 0.404; 0.000; 0.613; 2.085; 2.164 eV.